Record 1
Here is a molecular structure, C4H13N2Pd in a non-equilibrium geometry from the OMol25 dataset. Energies are from ωB97M-V with the def2-TZVPD basis set.

Geometry as XYZ:
```
20
Properties=species:S:1:pos:R:3:forces:R:3
Pd -0.5035 -0.8630 -1.9146 -1.31 -2.22 0.87
N -0.1516 0.3350 -0.2773 1.16 2.55 2.55
N -0.7801 -2.2418 -0.1183 0.62 -0.74 0.86
C 0.4022 0.5516 -3.2830 1.80 0.76 -1.15
C 0.6767 1.4904 1.9394 -0.11 -0.06 0.25
C 0.1615 0.8832 3.2665 -0.16 -0.22 -0.22
C 0.2009 0.8340 0.7155 -0.66 -0.80 -0.29
H 0.3867 2.5452 1.8845 -0.04 0.08 -0.06
H -0.2753 1.3923 -3.3015 0.05 0.29 -0.21
H -1.5197 -1.7536 0.3846 0.10 -0.41 -0.14
H 1.7719 1.4506 1.9276 0.17 0.00 -0.03
H 0.4969 1.4425 4.1526 0.14 0.16 -0.35
H 0.5286 -0.1441 3.3889 -0.13 0.12 -0.12
H -1.5477 -2.0986 -1.9880 -0.67 -0.18 -1.84
H -0.9352 0.8764 3.2924 0.17 -0.06 -0.07
H 1.0999 0.6262 -2.4381 -0.29 -0.01 -0.09
H -1.0439 -3.1895 -0.4157 0.09 0.79 0.46
H 0.0725 -2.2359 0.4466 -0.30 -0.15 0.03
H 1.1002 0.5239 -4.1391 -0.49 0.44 -0.07
H -0.1409 -0.4249 -3.5230 -0.16 -0.36 -0.39
```
Forces are in eV/Å.

Calculated values
Highest occupied orbital energy (alpha / beta) (eV): 0.621 / -3.958
Total charge: -1
⟨S²⟩: 2.006
Energy above the lowest of the compared OMol25 structures with the same formula, charge and spin (eV): 0.7225
2S+1: 3
E_tot (Ha): -397.41538

The computed natural (NBO) charges, all in e, follow: 0.248, -0.539, -1.046, -0.911, -0.871, -0.822, 0.282, 0.220, 0.224, 0.392, 0.207, 0.194, 0.194, -0.380, 0.195, 0.240, 0.392, 0.372, 0.212, 0.197

=====

Record 2
Here is 2 unconnected molecules or ions with the total composition C4H8O in a non-equilibrium geometry from the OMol25 dataset. Energies are from ωB97M-V with the def2-TZVPD basis set.

Geometry as XYZ:
```
13
Properties=species:S:1:pos:R:3:forces:R:3
O -2.1006 -1.3039 0.1592 0.90 0.42 -1.44
C 2.8085 0.1434 1.1205 0.42 0.29 -0.22
C -1.2802 0.1368 -1.5769 -0.62 0.25 -0.77
C -1.7655 -0.1424 -0.3143 -1.38 -0.30 1.81
C 2.3731 1.3293 0.6906 0.98 -0.03 0.67
H 2.8745 -0.1066 2.1724 -0.55 -0.08 0.02
H -2.0969 0.6530 0.3448 0.45 0.15 0.17
H -1.1990 1.1896 -1.8131 0.45 -0.08 -0.19
H -1.8489 -1.9777 -0.5122 -0.21 -0.36 0.58
H 2.0499 2.0619 1.4209 -0.29 0.00 -0.11
H 3.3205 -0.5501 0.4632 -0.12 0.01 -0.12
H 2.6747 1.7152 -0.2752 -0.55 -0.22 -0.30
H -1.3540 -0.6034 -2.3639 0.53 -0.06 -0.09
```
Forces are in eV/Å.

Calculated values
Highest occupied orbital energy (alpha / beta) (eV): -13.244 / -13.156
Total charge: +1
⟨S²⟩: 0.756
Energy above the lowest of the compared OMol25 structures with the same formula, charge and spin (eV): 1.9924
2S+1: 2
E_tot (Ha): -232.03580

The computed natural (NBO) charges, all in e, follow: -0.451, -0.359, -0.137, 0.328, -0.426, 0.205, 0.235, 0.252, 0.520, 0.201, 0.196, 0.203, 0.233

=====

Record 3
Here is 2 unconnected molecules or ions with the total composition C5H3ClNO3S in a non-equilibrium geometry from the OMol25 dataset. Energies are from ωB97M-V with the def2-TZVPD basis set.

Geometry as XYZ:
```
14
Properties=species:S:1:pos:R:3:forces:R:3
Cl -3.5189 -2.0834 -0.2728 -0.03 -0.21 0.04
S -3.7461 0.3419 -0.8093 0.70 -0.72 -0.74
O -0.4430 3.3340 0.4952 -1.06 -2.02 0.26
O -3.9141 0.2298 -2.2410 0.18 0.14 -0.50
O -4.9191 0.7204 -0.1090 -1.69 0.54 1.10
N -1.0009 0.8074 2.2703 0.46 -0.16 -0.60
C -0.8801 -0.1976 0.1032 0.02 2.69 2.72
C -0.9128 1.1250 -0.4934 -0.40 -0.48 0.68
C -0.8239 -0.2289 1.4852 1.54 -6.16 -1.68
C -1.1378 1.7919 2.8352 -0.56 2.68 2.16
C -0.7938 2.2315 0.2480 1.63 2.80 -2.12
H -1.2682 1.2269 -1.5189 0.17 0.36 0.31
H -1.0574 -0.9757 -0.5846 0.41 -1.37 -0.04
H -0.4761 -1.1947 2.0864 -1.38 1.92 -1.60
```
Forces are in eV/Å.

Calculated values
Highest occupied orbital energy (eV): -4.909
Total charge: -1
Energy above the lowest of the compared OMol25 structures with the same formula, charge and spin (eV): 0.8713
E_tot (Ha): -1331.15467

The computed natural (NBO) charges, all in e, follow: -0.719, 1.647, -0.459, -0.959, -0.939, -0.524, -0.133, -0.570, -0.106, 0.261, 0.731, 0.287, 0.267, 0.216

=====

Question: Look up the E_tot of the first one.
Answer: -397.41538 Ha